Entry from the Open Molecules 2025 dataset: a cluster of 2 separate species, C6H8O2PS in total at a distorted geometry (the ωB97M-V functional and the def2-TZVPD basis).

Values from the calculation:
- Kohn-Sham gap (alpha / beta): 7.06 / 7.06 eV
- Energy above the lowest of the compared OMol25 structures with the same formula, charge and spin: 25.3 kcal/mol
- LUMO level (alpha / beta): 3.201 / 3.201 eV
- Total charge: -1

```
18
C6H8O2PS | the Open Molecules 2025 dataset | the ωB97M-V functional and the def2-TZVPD basis
C 0.120 2.872 1.697
C -0.142 1.506 1.404
C 1.307 3.289 1.192
C 0.827 0.866 0.690
C -1.561 -1.563 -0.575
C -0.571 -1.865 -1.678
O 2.206 -2.138 -1.956
O 1.118 -3.228 0.094
P 1.118 -2.209 -0.969
S 2.105 1.997 0.355
H -0.549 3.508 2.262
H -1.048 1.016 1.734
H 1.768 4.257 1.238
H -2.582 -1.539 -0.955
H -1.482 -2.326 0.197
H -1.320 -0.604 -0.123
H -0.480 -1.052 -2.397
H -0.834 -2.787 -2.211
```



Entry from the Open Molecules 2025 dataset: the ion C3H4NO with charge +1 at a distorted geometry (the ωB97M-V functional and the def2-TZVPD basis).

Values from the calculation:
- Kohn-Sham gap: 10.06 eV
- Energy above the lowest of the compared OMol25 structures with the same formula, charge and spin: 115.3 kcal/mol
- LUMO level: -7.094 eV
- Total charge: +1

```
9
C3H4NO | the Open Molecules 2025 dataset | the ωB97M-V functional and the def2-TZVPD basis
C 0.469 -0.808 2.413
C 0.554 0.255 -0.804
C -0.861 0.201 -0.448
N -0.307 -0.344 1.686
O -1.246 -0.032 0.720
H 1.115 -0.605 -0.511
H 1.186 0.747 -0.035
H -1.688 0.307 -1.104
H 0.776 0.280 -1.918
```



Entry from the Open Molecules 2025 dataset: a structure of composition C16H26N2SiSn at a distorted geometry (the ωB97M-V functional and the def2-TZVPD basis).

Values from the calculation:
- Kohn-Sham gap (alpha / beta): 4.85 / 4.85 eV
- Energy above the lowest of the compared OMol25 structures with the same formula, charge and spin: 0.0 kcal/mol
- LUMO level (alpha / beta): -0.957 / -0.957 eV

```
46
C16H26N2SiSn | the Open Molecules 2025 dataset | the ωB97M-V functional and the def2-TZVPD basis
C -1.153 1.479 2.372
C -1.163 -1.286 2.461
H -0.150 1.828 2.626
H -1.659 1.082 3.252
H -1.760 2.277 1.932
H -0.873 -2.265 2.068
H -0.485 -1.009 3.268
H -2.200 -1.299 2.806
C -0.431 2.695 -0.678
C -0.073 3.493 -1.758
C 0.159 2.881 -2.988
C 0.026 1.501 -3.090
H -0.605 3.115 0.306
H 0.028 4.565 -1.630
H 0.449 3.467 -3.855
H 0.219 1.007 -4.035
N -0.566 1.367 -0.775
C -0.340 0.757 -1.963
C -0.473 -0.712 -1.978
N -0.740 -1.305 -0.790
C -0.861 -2.636 -0.733
C -0.443 -2.858 -3.076
C -0.717 -3.454 -1.847
H -1.071 -3.048 0.249
H -0.817 -4.529 -1.747
C -0.323 -1.476 -3.141
H -0.113 -0.995 -4.090
H -0.324 -3.461 -3.972
Sn -0.920 0.047 0.926
C -2.986 0.080 0.737
H -3.320 -0.956 0.635
H -3.220 0.651 -0.165
H -3.441 0.542 1.614
C 2.254 -1.674 0.518
Si 1.621 -0.073 1.241
C 2.150 -0.018 3.037
C 2.463 1.346 0.367
H 1.773 -2.528 1.036
H 3.353 -1.730 0.654
H 2.019 -1.715 -0.565
H 3.257 -0.061 3.085
H 1.807 0.922 3.513
H 1.744 -0.889 3.588
H 3.560 1.263 0.510
H 2.237 1.309 -0.717
H 2.109 2.306 0.794
```



Entry from the Open Molecules 2025 dataset: a structure of composition CH2O4Yb at a distorted geometry (the ωB97M-V functional and the def2-TZVPD basis).

Values from the calculation:
- Spin multiplicity: 3
- Kohn-Sham gap (alpha / beta): 6.27 / 5.88 eV
- Energy above the lowest of the compared OMol25 structures with the same formula, charge and spin: 6.6 kcal/mol
- LUMO level (alpha / beta): -0.785 / -2.443 eV

```
8
CH2O4Yb | the Open Molecules 2025 dataset | the ωB97M-V functional and the def2-TZVPD basis
O -0.546 0.511 0.943
C -1.175 -0.105 -0.029
O -1.673 -1.257 0.131
O -0.737 0.287 -1.194
Yb 1.349 1.053 -0.239
H 1.305 -1.946 0.085
O 2.036 -1.219 -0.032
H 2.872 -1.543 0.313
```



Entry from the Open Molecules 2025 dataset: the molecule C15H21NO2S (the ωB97M-V functional and the def2-TZVPD basis).

Values from the calculation:
- SMILES: CCCCOC[C@H]1CN(c2ccccc2)C(=O)CS1
- Kohn-Sham gap: 9.20 eV
- Energy above the lowest of the compared OMol25 structures with the same formula, charge and spin: 14.4 kcal/mol
- LUMO level: 0.672 eV

```
40
C15H21NO2S | the Open Molecules 2025 dataset | the ωB97M-V functional and the def2-TZVPD basis
C -4.758 -2.115 -1.654
C -3.930 -0.879 -1.334
C -3.354 -0.239 -2.595
C -2.522 1.004 -2.270
O -1.461 0.762 -1.369
C -0.333 0.138 -1.933
C 0.538 -0.403 -0.800
C 0.888 0.719 0.181
N 1.443 0.257 1.432
C 0.698 -0.541 2.250
O 1.073 -0.953 3.325
C -0.641 -0.925 1.659
H -1.301 -0.073 1.496
H -1.124 -1.655 2.306
S -0.356 -1.753 0.064
C 2.775 0.603 1.766
C 3.779 0.508 0.808
C 5.078 0.853 1.130
C 5.389 1.287 2.407
C 4.392 1.375 3.363
C 3.087 1.040 3.048
H 2.312 1.106 3.793
H 4.627 1.711 4.361
H 6.406 1.552 2.656
H 5.852 0.774 0.380
H 3.550 0.149 -0.185
H -0.029 1.288 0.371
H 1.607 1.394 -0.288
H 1.437 -0.861 -1.218
H 0.241 0.865 -2.534
H -0.622 -0.695 -2.584
H -3.150 1.741 -1.762
H -2.132 1.453 -3.195
H -2.741 -0.973 -3.122
H -4.161 0.062 -3.267
H -3.108 -1.155 -0.672
H -4.551 -0.146 -0.812
H -4.146 -2.867 -2.148
H -5.588 -1.862 -2.311
H -5.161 -2.550 -0.743
```



Entry from the Open Molecules 2025 dataset: a cluster of 14 separate species, C34H71Cl26NPS2 in total (the ωB97M-V functional and the def2-TZVPD basis).

Values from the calculation:
- Kohn-Sham gap: 7.97 eV
- LUMO level: -2.313 eV
- Total charge: +1

```
135
C34H71Cl26NPS2 | the Open Molecules 2025 dataset | the ωB97M-V functional and the def2-TZVPD basis
C 2.632 0.718 1.926
C 1.544 1.698 1.527
N 1.246 1.850 0.066
C 1.478 3.234 -0.379
C 0.907 3.537 -1.756
C 1.746 0.854 -0.760
S 3.049 0.960 -1.731
S 0.952 -0.718 -0.667
C -0.851 -0.465 -0.676
C -1.458 0.742 0.023
C -2.971 0.498 0.190
P -3.702 2.047 0.684
H 2.804 0.828 2.997
H 3.573 0.940 1.425
H 2.357 -0.315 1.740
H 1.820 2.692 1.875
H 0.622 1.432 2.052
H 0.953 3.856 0.348
H 2.536 3.505 -0.315
H 0.597 4.577 -1.810
H 1.635 3.364 -2.544
H 0.041 2.902 -1.953
H -1.211 -0.510 -1.702
H -1.222 -1.360 -0.178
H -1.286 1.639 -0.571
H -0.992 0.911 0.989
H -3.170 -0.253 0.956
H -3.433 0.190 -0.750
H -3.330 2.394 1.977
H -5.095 2.056 0.650
H -3.263 3.057 -0.165
Cl -2.447 4.975 1.644
C -1.733 6.417 2.438
C -1.301 7.439 1.422
Cl 0.056 6.845 0.432
H -0.910 6.052 3.044
H -2.498 6.830 3.093
H -0.967 8.340 1.933
H -2.110 7.697 0.745
Cl -1.255 6.170 -2.847
C -2.325 5.467 -4.079
C -3.757 5.395 -3.620
Cl -3.974 4.204 -2.292
H -1.942 4.480 -4.330
H -2.261 6.101 -4.962
H -4.398 5.066 -4.435
H -4.111 6.353 -3.250
Cl -0.180 -3.741 -0.437
C -1.220 -5.121 0.013
C -2.072 -4.725 1.184
Cl -1.155 -4.545 2.709
H -0.629 -6.015 0.190
H -1.867 -5.304 -0.842
H -2.839 -5.478 1.360
H -2.541 -3.770 0.969
Cl 0.861 -6.264 -2.666
C 0.044 -6.821 -4.154
C -1.356 -6.273 -4.245
Cl -2.398 -6.963 -2.967
H 0.048 -7.908 -4.162
H 0.639 -6.430 -4.974
H -1.795 -6.531 -5.207
H -1.359 -5.191 -4.129
Cl 0.867 7.413 -5.524
C 1.995 8.495 -4.662
C 3.006 7.738 -3.843
Cl 2.270 6.887 -2.454
H 1.399 9.163 -4.045
H 2.519 9.083 -5.413
H 3.728 8.443 -3.438
H 3.529 6.994 -4.439
Cl 1.400 -4.217 -5.894
C 1.721 -2.557 -5.334
C 1.154 -2.339 -3.955
Cl -0.636 -2.369 -3.982
H 1.293 -1.871 -6.061
H 2.801 -2.424 -5.311
H 1.457 -1.364 -3.576
H 1.482 -3.108 -3.260
Cl 4.647 -3.273 4.089
C 5.570 -3.592 2.592
C 5.224 -2.604 1.508
Cl 3.550 -2.831 0.944
H 5.346 -4.609 2.280
H 6.626 -3.522 2.844
H 5.880 -2.752 0.653
H 5.324 -1.580 1.859
Cl 3.191 -7.831 7.606
C 3.876 -6.631 6.480
C 3.097 -6.545 5.194
Cl 3.263 -8.019 4.203
H 4.912 -6.903 6.296
H 3.847 -5.666 6.983
H 3.474 -5.716 4.599
H 2.038 -6.391 5.383
Cl -0.347 -10.875 -2.515
C 0.898 -9.917 -1.670
C 0.563 -9.688 -0.220
Cl -0.865 -8.634 -0.019
H 0.999 -8.972 -2.193
H 1.834 -10.467 -1.743
H 1.399 -9.192 0.268
H 0.352 -10.619 0.298
Cl -6.732 -4.409 3.465
C -4.972 -4.188 3.634
C -4.593 -2.735 3.750
Cl -4.901 -1.855 2.224
H -4.499 -4.649 2.773
H -4.662 -4.716 4.534
H -3.528 -2.653 3.962
H -5.157 -2.239 4.535
Cl 1.437 11.201 -0.205
C 2.802 10.065 -0.374
C 4.027 10.725 -0.953
Cl 3.801 11.197 -2.661
H 2.464 9.240 -0.993
H 3.032 9.690 0.622
H 4.863 10.027 -0.923
H 4.296 11.622 -0.402
Cl -0.400 2.436 5.431
C 1.236 3.122 5.632
C 1.205 4.502 6.236
Cl 0.470 5.691 5.125
H 1.709 3.134 4.653
H 1.788 2.450 6.286
H 2.220 4.837 6.440
H 0.631 4.523 7.159
Cl -3.895 -2.859 -1.105
C -5.042 -3.680 -2.209
C -6.444 -3.152 -2.053
Cl -7.129 -3.565 -0.464
H -4.991 -4.743 -1.988
H -4.686 -3.514 -3.224
H -7.082 -3.598 -2.814
H -6.473 -2.070 -2.156
```



Entry from the Open Molecules 2025 dataset: a cluster of 11 separate species, C5H33N2O11 in total at a distorted geometry (the ωB97M-V functional and the def2-TZVPD basis).

Values from the calculation:
- Kohn-Sham gap: 10.21 eV
- Energy above the lowest of the compared OMol25 structures with the same formula, charge and spin: 43.2 kcal/mol
- LUMO level: -2.380 eV
- Total charge: +1

```
51
C5H33N2O11 | the Open Molecules 2025 dataset | the ωB97M-V functional and the def2-TZVPD basis
N -0.072 0.335 0.004
C 1.380 -0.049 0.113
C 1.987 -0.189 1.514
C 2.090 1.002 -0.753
N 3.372 0.848 -1.091
C 4.119 1.972 -1.686
C 4.118 -0.404 -1.015
O 1.467 2.027 -1.061
H -0.065 1.331 -0.271
H -0.492 0.357 0.933
H -0.423 -0.283 -0.733
H 1.447 -1.005 -0.407
H 1.287 0.155 2.277
H 2.929 0.334 1.639
H 2.113 -1.254 1.703
H 3.484 2.840 -1.780
H 4.475 1.750 -2.688
H 4.910 2.132 -0.954
H 3.795 -1.082 -1.803
H 3.909 -0.928 -0.081
H 5.180 -0.224 -1.099
H -1.578 -0.910 4.755
H -2.451 0.105 3.960
O -2.220 -0.822 4.058
H -2.636 -2.526 3.496
H -2.138 -3.496 2.661
O -3.028 -3.195 2.901
H 0.646 1.710 -3.424
H -0.113 0.990 -4.606
O -0.066 1.111 -3.655
H -3.275 -0.573 -3.051
H -2.808 0.100 -1.768
O -3.536 -0.404 -2.140
H -0.120 3.619 0.451
H -0.064 3.539 2.029
O -0.192 3.024 1.233
H -1.112 -4.676 0.281
H -0.282 -5.161 -0.899
O -0.291 -4.501 -0.198
H -3.274 -2.065 0.787
H -3.969 -3.422 0.275
O -3.189 -2.891 0.315
H -0.660 5.197 -1.325
H -0.700 3.632 -1.475
O -0.944 4.376 -0.916
H -2.588 2.102 2.702
H -3.783 1.484 2.048
O -2.932 1.242 2.428
H -0.639 -2.916 -0.955
H -2.017 -2.199 -1.355
O -1.053 -2.143 -1.376
```



Entry from the Open Molecules 2025 dataset: a structure of composition C16H42CoO6 at a distorted geometry (the ωB97M-V functional and the def2-TZVPD basis).

Values from the calculation:
- Spin multiplicity: 4
- Kohn-Sham gap (alpha / beta): 8.03 / 7.91 eV
- Energy above the lowest of the compared OMol25 structures with the same formula, charge and spin: 48.1 kcal/mol
- LUMO level (alpha / beta): 0.728 / 0.723 eV

```
65
C16H42CoO6 | the Open Molecules 2025 dataset | the ωB97M-V functional and the def2-TZVPD basis
Co -0.012 0.196 0.162
C -0.099 4.274 1.431
C 0.552 3.006 2.049
O 0.060 1.837 1.525
H -1.188 4.292 1.473
H 0.241 4.422 0.406
H 0.115 5.192 1.978
H 0.389 2.984 3.126
H 1.633 3.028 1.918
C -0.698 -3.541 -2.291
C -0.944 -2.070 -2.151
O -0.350 -1.437 -1.078
H 0.312 -3.952 -2.274
H -1.252 -3.803 -3.192
H -1.202 -4.084 -1.491
H -2.003 -1.837 -2.262
H -0.489 -1.657 -3.052
C 4.000 -0.544 0.139
C 3.246 0.780 0.132
C 3.942 1.903 -0.563
O 2.009 0.544 -0.586
H 4.870 -0.502 0.795
H 4.325 -0.903 -0.837
H 3.373 -1.249 0.686
H 2.957 1.105 1.132
H 4.193 1.632 -1.589
H 4.887 2.210 -0.114
H 3.417 2.858 -0.537
H 2.275 0.128 -1.410
C -1.461 1.696 -3.623
C -0.279 1.837 -2.713
C 0.493 3.154 -2.881
O -0.706 1.638 -1.382
H -1.183 2.121 -4.587
H -2.370 2.251 -3.388
H -1.668 0.629 -3.697
H 0.354 0.952 -2.786
H 0.542 3.358 -3.951
H 1.565 3.073 -2.702
H -0.047 3.963 -2.389
H -1.442 2.250 -1.305
C -3.768 -1.665 1.875
C -3.184 -0.921 0.640
C -4.168 0.071 0.118
O -2.002 -0.217 1.055
H -4.045 -0.947 2.647
H -3.124 -2.337 2.443
H -4.624 -2.252 1.543
H -2.923 -1.727 -0.046
H -5.035 -0.425 -0.318
H -3.843 0.671 -0.732
H -4.585 0.736 0.874
H -2.416 0.439 1.622
C 1.451 -3.497 1.513
C 0.493 -2.546 2.209
C 0.592 -2.691 3.779
O 0.780 -1.190 1.815
H 1.505 -3.354 0.434
H 1.161 -4.546 1.581
H 2.488 -3.444 1.846
H -0.485 -2.880 1.862
H 0.068 -1.929 4.356
H 1.564 -2.485 4.228
H 0.342 -3.716 4.053
H 1.402 -0.882 2.478
```



Entry from the Open Molecules 2025 dataset: a structure of composition C16H25BrGeN2O6V at a distorted geometry (the ωB97M-V functional and the def2-TZVPD basis).

Values from the calculation:
- Spin multiplicity: 2
- Kohn-Sham gap (alpha / beta): 5.05 / 4.80 eV
- LUMO level (alpha / beta): -9.361 / -9.614 eV
- Total charge: +2

```
52
C16H25BrGeN2O6V | the Open Molecules 2025 dataset | the ωB97M-V functional and the def2-TZVPD basis
V -0.644 -0.107 -2.146
O 0.370 -1.575 -1.292
N -0.630 -2.035 -1.970
O -0.588 -2.959 -2.718
O -1.729 -1.412 -1.663
Br -0.206 6.193 -3.251
C 1.105 4.885 -3.590
C 2.270 5.211 -4.292
N 3.205 4.308 -4.526
C 3.082 3.063 -4.119
C 1.934 2.648 -3.434
C 0.939 3.583 -3.158
C 1.803 1.227 -3.066
O 2.662 0.402 -3.122
O 0.547 0.835 -2.651
H 2.449 6.216 -4.655
H 3.888 2.372 -4.332
H 0.046 3.311 -2.608
C -0.985 0.161 3.703
C -0.311 1.413 3.157
C 0.840 1.096 2.211
C 0.366 0.542 0.865
Ge -0.382 -1.302 0.991
C 0.687 -2.844 1.625
C 0.630 -3.108 3.130
C -0.754 -3.507 3.628
C -0.796 -3.730 5.132
H -1.868 0.418 4.285
H -0.309 -0.404 4.346
H -1.327 -0.507 2.888
H 0.076 1.994 3.995
H -1.045 2.040 2.644
H 1.518 0.380 2.684
H 1.414 2.003 2.015
H 1.221 0.443 0.189
H -0.383 1.210 0.418
H -1.921 -1.479 0.893
H 1.707 -2.629 1.298
H 0.331 -3.714 1.066
H 0.982 -2.230 3.677
H 1.333 -3.916 3.346
H -1.080 -4.419 3.119
H -1.479 -2.726 3.357
H -0.161 -4.569 5.420
H -1.808 -3.952 5.462
H -0.431 -2.859 5.679
C -2.926 -0.215 -4.476
C -2.086 0.268 -3.400
O -2.116 1.106 -2.538
H -3.738 0.481 -4.694
H -3.354 -1.170 -4.146
H -2.352 -0.441 -5.376
```